Entry 1:
The following is a quantum chemistry calculation of a single C5H11NS molecule, from the Open Molecules 2025 dataset.

The calculation puts the electronic energy at -649.98922 a.u. As for the energy above the lowest of the compared OMol25 structures with the same formula, charge and spin: 1.3554 eV. The structure (SMILES) is C/C=N\SC(C)C. The HOMO energy is -8.32 eV. As for the HOMO-LUMO gap: 0.3418 Eh.

```
! RIJCOSX wB97M-V def2-TZVPD def2/J DEFGRID3
* xyz 0 1
C -1.85085 1.55405 -2.02463
C -1.15670 0.25568 -2.04996
N -0.35726 -0.36468 -1.22998
S 0.07689 0.61862 0.12777
C 1.03696 -0.60597 1.00500
C 1.69613 -0.11252 2.31625
C 0.39405 -1.96824 1.26660
H -2.40475 1.72842 -1.05061
H -1.21546 2.44089 -2.34841
H -2.74925 1.55740 -2.70433
H -1.30788 -0.30248 -2.96321
H 1.91378 -0.77626 0.31332
H 2.50800 -0.80288 2.72670
H 2.06415 0.94670 2.07976
H 0.99403 0.21109 3.11024
H 0.27705 -2.69096 0.38284
H 1.07817 -2.47185 2.11097
H -0.60479 -1.92318 1.82874
*
```

=====

Entry 2:
The following is a quantum chemistry calculation of a 2-piece molecular cluster, C5H11NS overall, from the Open Molecules 2025 dataset.

The calculation puts the electronic energy at -649.53079 a.u. Its expectation value of S² is 1.1623. As for the energy above the lowest of the compared OMol25 structures with the same formula, charge and spin: 4.3778 eV. The HOMO energy (spin up / spin down) is -14.52 / -12.97 eV. As for the HOMO-LUMO gap (spin up / spin down): 0.2929 / 0.1713 Eh.

```
! RIJCOSX wB97M-V def2-TZVPD def2/J DEFGRID3
* xyz 1 2
C -0.28383 -0.48887 2.21246
C 0.38238 -1.71732 1.61587
S 1.72920 -1.19958 0.49055
H -0.67242 0.10909 1.39233
H 0.39131 0.18719 2.71259
H -1.10300 -0.71936 2.85919
H -0.36880 -2.34487 1.09314
H 0.86551 -2.33297 2.44296
C -0.16685 1.41641 -1.82392
C -1.29205 1.34868 -0.99466
C 0.58717 0.00969 -1.94784
N 1.32167 1.07678 -1.24154
H 0.19655 2.09822 -2.69246
H -1.65646 2.06966 -0.33636
H -2.04610 0.60810 -1.20024
H -0.03910 -0.72099 -1.39255
H 1.05654 -0.30387 -2.89300
H 1.09826 0.90400 -0.29652
*
```

=====

Entry 3:
The following is a quantum chemistry calculation of a single C5H11NS2 molecule, from the Open Molecules 2025 dataset.

The calculation puts the electronic energy at -1048.10803 a.u. As for the energy above the lowest of the compared OMol25 structures with the same formula, charge and spin: 3.5379 eV. The structure (SMILES) is S[C@H]1CNCCSC1. The HOMO energy is -8.68 eV. As for the HOMO-LUMO gap: 0.3481 Eh.

```
! RIJCOSX wB97M-V def2-TZVPD def2/J DEFGRID3
* xyz 0 1
S -0.64060 -2.16403 2.03707
C -0.63786 -0.39787 1.62612
C 0.40601 0.02984 0.59634
N 1.78298 0.03960 0.12948
C 1.43857 0.11041 -1.34117
C 0.03357 0.72003 -1.76044
S -1.60739 -0.05185 -1.20449
C -1.85884 -0.00206 0.69154
H 0.69444 -2.26664 2.19288
H -0.70157 0.19779 2.52758
H 0.05980 -0.69749 -0.10772
H 0.00443 1.03988 0.38265
H 2.25834 0.90917 0.40066
H 1.45693 -0.94470 -1.69082
H 2.20581 0.69380 -1.89094
H 0.03010 1.83238 -1.53854
H -0.02178 0.60880 -2.81724
H -2.17121 1.01113 0.93627
H -2.73173 -0.66819 0.83077
*
```

=====

Entry 4:
The following is a quantum chemistry calculation of a single C5H11NS3 molecule, from the Open Molecules 2025 dataset.

The calculation puts the electronic energy at -1446.37169 a.u. As for the energy above the lowest of the compared OMol25 structures with the same formula, charge and spin: 0.8953 eV. The structure (SMILES) is CN(C)C1CSSSC1. The HOMO energy is -8.26 eV. As for the HOMO-LUMO gap: 0.3194 Eh.

```
! RIJCOSX wB97M-V def2-TZVPD def2/J DEFGRID3
* xyz 0 1
C -1.92943 0.99654 0.55374
N -0.80514 0.48479 -0.29042
C -0.98073 0.42114 -1.75185
C 0.32972 -0.22146 0.33711
C 1.64727 0.59745 0.56873
S 2.93832 0.02766 1.68179
S 1.96132 -1.56627 2.57311
S 1.84292 -2.56281 0.70582
C 0.73251 -1.53817 -0.34281
H -2.22195 1.97195 0.21608
H -2.88820 0.35844 0.60443
H -1.62544 1.12397 1.58237
H 0.00203 0.54616 -2.20568
H -1.55431 -0.35989 -2.12760
H -1.55027 1.30534 -2.11524
H -0.19897 -0.57915 1.26689
H 2.01386 0.92989 -0.36879
H 1.31353 1.58421 0.92306
H -0.17514 -2.22195 -0.50175
H 1.14807 -1.29783 -1.30899
*
```